C9H11I2N2 | ωB97M-V/def2-TZVPD

Output
* HOMO energy: -13.06 eV
* maximum force: 3.504 eV Å⁻¹
* ΔE to the lowest compared entry with this formula, charge and spin: 115.7 kJ/mol

The geometry in ORCA input format:
```
! wB97M-V def2-TZVPD RIJCOSX def2/J DEFGRID3
* xyz 1 1
H 0.2710 2.1937 -1.2153
C 1.5648 -1.3207 0.6173
H -2.8323 -1.8389 3.5844
C 0.6421 -0.4640 -0.0588
H -2.0409 0.9956 -3.1540
C 2.2987 0.5612 1.9430
H 1.2636 2.4266 1.3406
C -0.4401 1.5105 -0.7067
H -1.1847 2.0706 -0.1128
C 0.4946 0.9064 0.2836
H -0.5277 0.7873 -3.4837
N -1.2171 0.4224 -2.8877
C 1.3762 1.4103 1.2777
N -2.2708 -0.2008 -0.9237
C -0.0057 -0.8041 -1.2381
H 3.1100 -1.2951 2.2434
H 1.7890 -2.2855 0.4297
H -2.7274 -1.0256 -1.2298
H 3.0307 0.7991 2.7505
C -0.9773 0.3132 -1.4817
C 2.3396 -0.8179 1.6248
I -1.5078 -1.4887 2.6455
H -2.3406 -0.2704 0.0978
I -0.1078 -2.5850 -2.3460
*
```

C9H11IOS | ωB97M-V/def2-TZVPD

Output
* HOMO energy (alpha / beta): -7.81 / -7.73 eV
* maximum force: 4.743 eV Å⁻¹
* ΔE to the lowest compared entry with this formula, charge and spin: 337.2 kJ/mol

The geometry in ORCA input format:
```
! wB97M-V def2-TZVPD RIJCOSX def2/J DEFGRID3
* xyz 0 1
C -3.7582 0.2609 -0.1318
C -0.2309 1.9591 -0.7093
S 0.6385 -2.1662 1.0549
H 3.3323 1.2942 0.5096
H 1.8246 2.5171 -0.5454
I -3.6491 3.1938 -0.4629
C 1.5521 -2.8080 -0.1751
C 1.5272 0.4215 0.2934
C 0.5850 -0.6158 0.3227
C -1.3239 1.1852 -0.4297
H -0.4294 2.7015 -1.4924
C 3.0117 0.2998 0.2655
H 2.6207 -2.6998 -0.0406
C 1.0895 1.6691 -0.2743
H 1.1717 -2.8459 -1.1969
H -3.5005 -0.9195 -0.1973
O 0.8696 -2.3746 2.4619
H 3.4013 0.0089 -0.6327
H -0.6838 -2.6421 0.7493
H -4.1420 0.4620 0.8106
H 3.3586 -0.3405 1.0297
H -4.6069 0.2253 -0.7752
C -2.6579 1.2140 -0.4339
*
```

C9H11N | ωB97M-V/def2-TZVPD

Output
* HOMO energy: -7.28 eV
* maximum force: 6.492 eV Å⁻¹
* ΔE to the lowest compared entry with this formula, charge and spin: 368.0 kJ/mol

The geometry in ORCA input format:
```
! wB97M-V def2-TZVPD RIJCOSX def2/J DEFGRID3
* xyz 0 1
C -3.1439 0.2029 0.0451
C 1.1358 -0.0805 -0.1230
H 2.6071 0.8457 -1.3506
C -1.1109 -0.7397 0.0855
C 1.8395 0.0330 1.2100
H 0.6988 2.1215 -0.4983
C -2.3211 1.2816 -0.1388
H -2.8201 -1.8832 0.2976
C 2.1659 -0.1366 -1.2738
H 1.5548 -0.8426 1.8411
C -1.0032 0.7916 -0.1554
H -2.7988 2.2838 -0.2872
C 0.1269 -1.1511 -0.0333
N -2.4466 -0.9933 0.2774
H 1.4734 0.9373 1.7534
H -4.2507 0.3404 0.3373
H 0.5682 -2.7656 0.3641
H 1.6539 -0.4551 -2.1664
H 2.9235 -1.0366 -0.9715
H 2.8949 0.0974 1.0162
C 0.2525 1.1490 -0.2295
*
```

C9H11N2 | ωB97M-V/def2-TZVPD

Output
* HOMO energy (alpha / beta): -11.33 / -14.69 eV
* maximum force: 6.560 eV Å⁻¹
* ΔE to the lowest compared entry with this formula, charge and spin: 41.9 kJ/mol

The geometry in ORCA input format:
```
! wB97M-V def2-TZVPD RIJCOSX def2/J DEFGRID3
* xyz 1 3
C 1.1493 -0.5501 1.4191
H -0.2583 -1.4155 -0.5334
H -1.5713 -1.5850 3.1239
C 0.5135 0.3419 0.3910
C 0.3011 -0.5102 -0.8816
C 0.3727 -1.3411 2.2452
C 2.6377 0.7048 0.6336
H -2.4781 0.5407 2.1226
H 1.2767 -0.7718 -1.2176
C -1.5714 0.0488 1.6701
H -0.8947 -0.7219 -2.4503
N 2.4654 -0.4403 1.3091
H 0.7656 -2.2252 2.7448
H -1.3546 1.4233 0.1397
N 1.6065 1.2994 0.1426
C -0.5413 0.1499 -2.0033
H 3.6402 1.1441 0.3571
H -1.3343 0.5230 -1.5175
C -0.8756 0.8081 0.7895
H 0.0770 0.7149 -2.6915
C -0.9380 -1.0323 2.3462
H 1.5288 2.0406 -0.5629
*
```

C9H11N2O | ωB97M-V/def2-TZVPD

Output
* HOMO energy (alpha / beta): -12.73 / -12.73 eV
* maximum force: 1.363 eV Å⁻¹
* ΔE to the lowest compared entry with this formula, charge and spin: 372.1 kJ/mol

The geometry in ORCA input format:
```
! wB97M-V def2-TZVPD RIJCOSX def2/J DEFGRID3
* xyz 1 1
H -1.7109 -3.0548 -0.7263
C -0.1485 1.4689 1.3910
C 2.8827 -1.1351 0.5880
C 2.9419 -0.5581 -0.6701
H 3.8165 -0.1683 -1.1519
C -0.4605 -1.4962 -0.1816
N -1.1343 0.9910 0.4545
H 3.6622 -1.3213 1.3068
N -3.8887 -0.9483 0.1343
C -1.2855 1.7690 -0.7474
C 1.6505 -0.5984 -1.1739
C -2.8753 -1.4269 -0.0810
C -1.6232 -2.0362 -0.3445
O 1.6592 -1.5127 0.8938
H -1.6157 2.7923 -0.5331
H -2.0287 0.8069 0.8997
H 0.8023 1.6070 0.8761
H 1.3024 -0.2605 -2.1297
H -0.0267 0.7472 2.1960
H -0.4324 2.4277 1.8379
H -2.0213 1.3012 -1.3970
H -0.3259 1.8272 -1.2650
C 0.8600 -1.2216 -0.1767
*
```

C9H11N2O3S | ωB97M-V/def2-TZVPD

Output
* HOMO energy (alpha / beta): -0.09 / -5.06 eV
* maximum force: 7.822 eV Å⁻¹

The geometry in ORCA input format:
```
! wB97M-V def2-TZVPD RIJCOSX def2/J DEFGRID3
* xyz -1 3
H 1.5360 2.3976 1.9497
N -0.8525 -1.5206 0.1231
C -0.5168 0.8088 -0.4164
O -1.5120 1.2893 0.1902
C -0.9291 0.5805 -2.6236
H 0.2234 -3.1007 2.3224
C -0.5661 -2.7217 1.8124
H -1.4794 -2.8519 2.4553
H -0.5045 0.6240 -3.6621
H -1.9612 1.0650 -2.8186
O -0.1093 1.3160 -1.7759
H 1.2191 3.0344 0.1755
C 2.1000 0.7834 -0.4562
C -0.8644 -0.6663 -0.9280
S 0.9156 -0.2671 1.7611
H -1.3914 -0.4497 1.7685
H -0.2403 2.5613 1.3524
O -1.0073 -3.8243 -0.4656
H 1.7216 -0.0558 -1.0256
H 2.9660 0.6445 0.2215
H 2.0238 1.7405 -1.1447
C -0.6411 -1.1489 1.5027
C 0.8999 1.0414 0.3812
C 0.8552 2.4430 1.0670
N -1.1163 -0.7671 -2.1071
C -0.7691 -2.9556 0.3407
*
```

- The lowest maximum force belongs to which entry?
  C9H11N2O